[1]
{"formula": "C2H3Cl2N2S2", "method": "wB97M-V/def2-TZVPD", "species": ["C", "C", "N", "N", "S", "S", "Cl", "Cl", "H", "H", "H"], "coordinates": [[-0.09566, 0.38713, -0.75211], [0.42967, -0.55985, 1.87770], [-0.60381, -0.49506, 0.01332], [-0.33201, 0.60060, -2.03658], [1.16392, 1.45705, -0.01949], [0.58116, 1.17969, 1.91365], [-0.65355, -1.21980, 2.98985], [1.70135, -1.56751, 1.36413], [-1.32944, -1.13639, -0.25670], [-0.95101, -0.00887, -2.55312], [0.08938, 1.36299, -2.54066]], "s_squared": 2.01, "e_tot_ev": -51807.2741, "relative_energy_kcal_mol": 0.0, "spin_multiplicity": 3, "orbital_gap_ev": [6.6, 6.0], "charge": 1}

---

[2]
{"formula": "C2H3Cl2NO4", "method": "wB97M-V/def2-TZVPD", "species": ["C", "C", "N", "O", "O", "O", "O", "Cl", "Cl", "H", "H", "H"], "coordinates": [[1.09513, 0.15163, -0.57158], [0.00274, -0.62943, 0.24077], [-1.29435, -0.05021, 0.13803], [0.72971, 1.62272, -0.35528], [-1.33080, 1.30448, 0.34957], [-0.57324, 1.89480, -0.71912], [0.24426, -0.80331, 1.56237], [2.71297, -0.15505, -0.01218], [-0.21139, -2.21990, -0.51560], [1.06005, -0.15292, -1.58254], [-1.85074, -0.11481, -0.69150], [-0.58434, -0.84800, 2.15705]], "smiles": "O[C@@]1(Cl)NOOO[C@H]1Cl", "e_tot_ev": -36840.5168, "relative_energy_kcal_mol": 19.9, "orbital_gap_ev": 11.2, "charge": 0}